(1)
Here is a 9-piece molecular cluster, C10H38N4O13 overall from OMol25. Energies are from ωB97M-V/def2-TZVPD.

```
65
Properties=species:S:1:pos:R:3:lowdin_spin:R:1
O 0.268 4.280 -0.165 0.0107
O 3.701 -2.059 2.783 0.0017
O 2.446 1.427 -2.011 0.0451
O -4.184 0.986 -2.715 0.0136
O 1.928 0.127 1.514 0.0068
O 5.329 -2.574 -3.083 0.0025
O -0.535 0.141 -0.019 0.0384
O -2.805 2.237 2.500 0.0006
O 0.266 -0.326 -2.843 0.2229
O -4.629 -1.961 -2.457 0.0149
O -3.080 -2.367 3.018 0.0010
O 2.025 3.077 2.682 0.0005
O 3.147 -1.353 -1.051 0.0188
N -1.720 -3.907 2.456 0.0027
N -1.596 -1.976 1.460 0.0060
N -2.507 2.007 0.346 0.0022
N -3.970 3.448 1.104 0.0004
C -3.045 2.538 1.383 0.0012
C 4.006 -2.083 -3.194 0.0192
C -3.207 0.026 -2.937 0.0485
C 2.696 -1.325 3.412 0.0014
C -2.174 -2.692 2.365 0.0043
C 0.422 3.577 1.068 0.0023
C 1.540 -0.848 2.530 0.0031
C -3.474 -1.231 -2.002 0.0415
C 3.102 -2.488 -1.910 0.0483
C 1.699 4.059 1.792 0.0013
H 4.370 -2.269 3.438 0.0001
H 3.609 -2.620 -4.055 0.0111
H 2.642 -0.362 1.099 0.0015
H 3.936 -1.004 -3.331 0.0047
H 1.496 5.012 2.279 0.0001
H 0.374 0.053 0.268 0.0073
H 2.234 2.304 2.153 0.0003
H -0.553 3.781 1.510 0.0001
H 2.579 2.147 -2.627 0.0109
H 3.492 -3.353 -1.375 0.0020
H -4.327 3.437 0.159 0.0003
H -0.606 4.676 -0.175 0.0005
H -1.998 -1.098 1.165 0.0017
H 0.479 2.511 0.847 0.0018
H 2.091 -2.641 -2.287 0.0451
H 3.128 -0.424 3.848 0.0001
H -2.783 2.220 -0.602 0.0027
H -2.115 -4.384 3.254 0.0001
H 1.612 1.037 -2.274 0.0189
H -4.542 3.862 1.826 0.0000
H -2.226 0.448 -2.720 0.0231
H -0.302 0.100 -3.485 0.0781
H -1.759 1.362 0.560 0.0017
H 2.318 -1.771 4.332 0.0001
H -3.685 -1.083 -0.943 0.0012
H 2.407 3.984 0.966 0.0008
H -0.491 0.095 -0.974 0.0189
H 2.605 -0.632 -1.381 0.0096
H -2.607 -1.876 -1.855 0.0340
H 5.818 -1.987 -2.501 0.0003
H 0.113 -1.263 -2.971 0.1072
H -0.787 -4.073 2.108 0.0041
H 0.844 -0.385 3.228 0.0005
H -5.006 0.498 -2.811 0.0005
H -1.006 -2.424 0.774 0.0209
H 1.022 -1.770 2.264 0.0017
H -4.858 -2.572 -1.752 0.0019
H -3.167 -0.274 -3.984 0.0262
```

Results
2S+1	2
charge	-1
electronic energy	-1600.88707	a.u.
⟨S²⟩	0.75

***

(2)
Here is a 2-piece molecular cluster, C4H12N2S overall from OMol25. Energies are from ωB97M-V/def2-TZVPD.

```
19
Properties=species:S:1:pos:R:3:lowdin_spin:R:1
S -0.154 -2.908 0.343 0.0087
N 1.645 0.689 -0.122 0.1499
N -1.389 0.656 -0.290 0.2817
C 0.920 1.871 0.419 0.3980
C -0.535 -0.120 -1.182 0.0276
C 0.758 -0.458 -0.452 0.0207
C 0.378 -1.256 0.825 0.0033
H 1.217 2.796 -0.176 0.0124
H -0.452 -0.728 1.260 0.0002
H -1.020 -1.116 -1.442 0.0218
H 1.214 -1.295 1.514 0.0016
H -2.249 -1.546 0.975 0.0011
H 1.148 2.002 1.536 0.0320
H -0.461 1.383 0.105 0.0293
H -0.314 0.473 -2.125 0.0016
H 2.280 0.851 -0.912 0.0023
H 1.349 -1.209 -1.090 -0.0008
H -2.302 -1.221 1.661 0.0017
H -2.031 1.136 -0.846 0.0067
```

Results
2S+1	2
ΔE to the lowest compared entry with this formula, charge and spin	244.00	kJ/mol
charge	-1
⟨S²⟩	0.76

***

(3)
Here is C8H26AlO9P4S as an isolated structure from OMol25. Energies are from ωB97M-V/def2-TZVPD.

```
49
Properties=species:S:1:pos:R:3:lowdin_charge:R:1
S -2.261 -2.222 -0.440 -0.1108
P 2.349 -2.712 0.629 0.4822
P 5.077 5.455 -1.785 0.3302
P -1.143 -0.823 0.470 0.1251
P -6.722 -4.758 1.944 0.3234
Al 1.167 -0.805 -0.204 0.0605
O 3.733 -2.299 1.074 -0.6221
O 6.479 6.038 -2.278 -0.2182
O -7.163 -5.943 0.969 -0.2227
O 4.078 6.532 -2.352 -0.2027
O -6.748 -3.442 1.087 -0.2100
O 4.847 4.062 -2.158 -0.2170
O -5.496 -5.034 2.694 -0.2231
O -8.036 -4.563 2.802 -0.2087
O 4.981 5.762 -0.238 -0.2040
C 5.363 4.745 0.705 -0.0802
C -5.546 -2.956 0.437 -0.1162
C 3.787 6.496 -3.757 -0.0875
C 2.218 0.758 0.419 -0.3081
C -6.360 -6.197 -0.186 -0.0969
C 2.931 1.413 -0.536 -0.1435
C -8.314 -5.535 3.815 -0.0993
C 7.674 5.527 -1.687 -0.1007
H -4.646 -3.238 0.976 0.0379
H 2.859 5.951 -3.917 0.0922
H -6.666 -5.538 -0.999 0.0856
H -5.299 -6.054 0.028 0.0937
H -7.962 -5.166 4.777 0.0884
H 2.314 1.030 1.472 0.0189
H 1.671 -3.424 1.659 -0.0688
H -7.836 -6.490 3.600 0.0837
H 3.674 7.523 -4.093 0.0860
H -1.318 -0.922 1.868 -0.1068
H 5.184 3.751 0.298 0.0759
H -6.527 -7.231 -0.480 0.0843
H 8.486 5.695 -2.390 0.0857
H -1.693 0.442 0.174 -0.1067
H -9.392 -5.674 3.849 0.0846
H 4.752 4.884 1.592 0.0897
H 4.024 1.347 -0.522 0.0450
H 2.484 1.972 -1.353 0.0378
H -5.502 -3.344 -0.580 0.0734
H 2.482 -3.706 -0.378 -0.0639
H 4.588 6.019 -4.322 0.0851
H 7.592 4.457 -1.489 0.0911
H 6.414 4.862 0.969 0.0790
H 1.149 -0.833 -1.801 -0.0869
H -5.612 -1.874 0.400 0.0801
H 7.884 6.063 -0.761 0.0855
```

Results
charge	-1
electronic energy	-3003.78668	a.u.